{
  "formula": "C20H8F11IrN3O4S2Se",
  "method": "ωB97M-V/def2-TZVPD",
  "e_lumo_ev": [-9.4304, -9.4399],
  "multiplicity": 2,
  "charge": 2,
  "total_energy_ha": -5632.14449,
  "elements": ["O", "F", "S", "F", "H", "C", "C", "Se", "H", "C", "C", "C", "H", "H", "C", "F", "F", "Ir", "O", "N", "F", "F", "C", "H", "H", "C", "F", "C", "F", "C", "F", "H", "C", "C", "N", "C", "H", "C", "F", "C", "O", "N", "O", "C", "C", "F", "C", "C", "S", "C"],
  "coordinates": [[0.38652, -1.80746, -1.31573], [8.10221, 1.01388, -1.44674], [1.64644, -0.95087, -1.42939], [2.24401, 0.05315, 4.38598], [-0.81900, 2.70458, 0.04308], [-3.92851, -3.37692, -0.24874], [-4.93057, -1.19607, -0.24165], [2.74204, 0.86607, 0.98917], [-6.03637, -3.05565, -0.27038], [4.93975, 2.00732, -0.15698], [-3.41341, 0.72031, -0.15891], [1.76969, -0.66183, -3.26750], [-6.65909, 1.74015, -0.11363], [-2.62440, 4.41625, 0.16638], [-3.63506, -0.67904, -0.23088], [0.29832, -0.84307, 4.73997], [7.15071, -1.39087, -0.76671], [-0.80121, -0.41307, -0.32680], [0.43160, -2.08966, 1.93678], [-2.11497, 1.13187, -0.12431], [4.20879, 3.09276, 0.03757], [1.96982, -1.83804, -3.83107], [6.18437, 2.11084, -0.71730], [-1.74915, -3.35828, -0.23350], [-7.03674, -0.66683, -0.23214], [6.92381, 0.93606, -0.91417], [2.00615, -2.09980, 4.29628], [-6.02858, -0.27373, -0.21242], [6.68555, 3.27049, -1.06869], [6.42213, -0.32066, -0.55366], [2.83748, 0.11972, -3.43434], [-4.99488, 3.70012, 0.05638], [-2.66452, -2.78109, -0.23522], [-2.88579, 3.37229, 0.07095], [-2.52707, -1.46576, -0.24642], [-5.05570, -2.59729, -0.26031], [-3.99507, -4.45531, -0.25100], [4.40608, 0.75382, 0.23872], [0.70103, -0.08227, -3.76300], [5.17372, -0.41923, 0.01368], [1.15263, 0.45093, -0.93400], [2.47998, -0.71648, 1.54020], [0.27722, 0.39779, 2.02262], [-4.19498, 2.97226, 0.00981], [-1.86305, 2.42303, 0.00864], [4.71311, -1.59874, 0.33653], [-4.49318, 1.60185, -0.10149], [1.42763, -0.94581, 4.07287], [0.99016, -0.82946, 2.26751], [-5.81963, 1.05778, -0.14603]]
}

=====

{
  "formula": "C20H9F4N8NiS",
  "method": "ωB97M-V/def2-TZVPD",
  "e_lumo_ev": [-5.5076, -5.5269],
  "charge": 1,
  "total_energy_ha": -3511.14833,
  "elements": ["Ni", "C", "H", "N", "F", "F", "C", "C", "F", "H", "C", "C", "C", "N", "H", "N", "H", "C", "N", "C", "C", "C", "C", "C", "H", "C", "C", "N", "C", "C", "H", "H", "N", "H", "C", "H", "C", "F", "N", "S", "C", "N", "C"],
  "coordinates": [[-0.95074, -0.32333, -0.53092], [-4.05599, 3.08690, 1.87808], [-0.79950, 3.90489, 1.48569], [-0.21078, 1.60473, 1.56725], [1.88821, 0.41403, -3.96877], [0.41122, 0.65708, -1.84704], [-1.85831, -2.98446, -0.22305], [4.34790, -0.50113, -1.43099], [5.60645, -0.88298, -1.30328], [-3.38779, -0.31781, 3.76772], [-2.52380, -0.32244, 1.80615], [-2.95973, 3.92055, 1.69867], [1.87561, -0.19499, 2.07510], [3.82532, 0.24822, -6.27192], [-4.70524, 1.05451, 2.05795], [2.08162, -0.51429, 3.15966], [-2.56305, -4.73321, 0.52039], [4.62238, -0.29916, -3.88266], [-1.56368, 2.01199, 1.58683], [3.85205, -0.21165, -2.76065], [-2.60257, 1.15966, 1.74524], [3.58821, -0.39000, -0.32741], [5.99640, -0.69657, -3.87184], [1.72118, 0.30106, -1.68747], [-2.68987, -1.86954, 3.24201], [-1.72083, 3.34951, 1.57849], [2.20603, 0.04260, -0.35357], [-2.26424, -2.34188, 0.85947], [0.03958, 0.67685, 0.72899], [2.45596, 0.18208, -2.80012], [-4.22815, -1.35935, 2.59260], [-5.04790, 3.49948, 1.99902], [-2.10771, -4.29259, -0.26182], [-3.05497, 4.99537, 1.67036], [4.14403, 0.00437, -5.19613], [-1.82653, -4.84507, -1.05175], [1.44805, 0.19455, 0.77025], [4.12460, -0.66166, 0.85108], [-2.03802, -1.01617, 0.82948], [-1.05461, -2.27503, -1.59501], [-3.86760, 1.72050, 1.91273], [7.10069, -1.00204, -3.94549], [-3.25385, -0.99356, 2.92665]]
}

=====

{
  "formula": "C21H10BeF13N4O3Se2",
  "method": "ωB97M-V/def2-TZVPD",
  "e_lumo_ev": [-0.7055, 0.9958],
  "charge": -1,
  "total_energy_ha": -7366.99761,
  "elements": ["C", "C", "O", "C", "C", "F", "F", "H", "F", "F", "C", "H", "H", "F", "F", "Se", "H", "C", "O", "C", "C", "C", "C", "C", "C", "H", "F", "N", "C", "C", "C", "H", "F", "Be", "H", "H", "N", "F", "F", "C", "O", "Se", "C", "C", "F", "C", "C", "N", "F", "F", "C", "H", "N", "H"],
  "coordinates": [[-1.62730, -2.01693, -2.44610], [-0.42070, -2.84382, -2.90971], [-0.05080, -4.68508, -4.55050], [-0.18849, 5.96643, -4.79133], [-0.74329, -0.42759, -5.21811], [1.22526, 3.68338, 2.50158], [1.73408, 1.37760, 3.74317], [-1.56239, -3.26894, -4.69608], [-2.24908, 4.24557, -5.66588], [-0.02461, 3.64353, 0.75657], [0.64968, -0.55429, -3.30404], [0.99294, -3.16563, -0.03271], [-1.69439, -4.51512, -3.43735], [-0.82844, 0.04964, 2.61137], [3.04935, 1.26867, 2.05364], [-1.52565, -1.00632, -0.72610], [-1.92794, -1.29896, -3.20996], [0.72754, 6.87652, -4.24573], [0.98201, -2.83748, -0.93589], [-0.06294, 1.69004, -4.24403], [1.83304, 0.94024, 2.48222], [-1.00024, -3.84130, -3.94697], [-1.14120, 2.36057, -4.86864], [-0.04483, 0.25345, -4.19471], [0.14371, -3.65539, -1.73623], [0.45057, -4.18653, -5.20534], [-2.20121, 1.64561, -5.28211], [-1.92093, 7.26029, -6.13962], [-0.14172, 4.57505, -4.60307], [1.00124, 3.03585, 1.35086], [0.72391, -2.03044, -3.58434], [1.68530, -2.38991, -3.20461], [1.78251, -0.38943, 2.53439], [0.31162, 0.04885, -0.72050], [0.70915, -4.51276, -2.12755], [-2.47195, -2.69093, -2.27952], [1.40431, 7.69949, -3.81160], [-1.65139, 1.63238, 1.42072], [2.07147, 3.21038, 0.58410], [-0.65318, 1.31530, 2.23552], [0.77371, 0.89941, 0.36688], [2.60332, -0.71807, -1.40716], [-1.17627, 6.62839, -5.53192], [0.93706, 3.90356, -3.97005], [2.13747, 2.00905, -3.36253], [-1.17672, 3.71581, -5.05247], [0.98660, 2.53644, -3.81913], [1.15600, -0.06600, -2.16029], [1.98668, 4.63182, -3.55042], [-0.78933, 2.06618, 3.33517], [0.72703, 1.51423, 1.54862], [0.70461, -2.19157, -4.66294], [-1.25882, -1.02056, -6.05649], [-0.70045, -4.02791, -1.14543]]
}

=====

{
  "formula": "C21H12F9O15S3Tl",
  "method": "ωB97M-V/def2-TZVPD",
  "e_lumo_ev": -2.8239,
  "total_energy_ha": -4201.69844,
  "elements": ["O", "C", "H", "O", "H", "H", "Tl", "C", "C", "O", "O", "C", "C", "F", "F", "O", "S", "O", "H", "C", "F", "C", "F", "C", "F", "S", "C", "H", "C", "O", "C", "O", "C", "C", "C", "C", "C", "C", "H", "S", "C", "C", "O", "C", "F", "F", "H", "H", "H", "H", "H", "O", "O", "F", "O", "O", "H", "O", "C", "F", "O"],
  "coordinates": [[-9.70923, -20.22623, -5.34390], [-6.64239, -13.21378, -3.92621], [-6.82049, -14.83462, -5.30466], [-6.13921, -17.03291, -2.60063], [-11.82246, -19.05960, -6.67766], [-14.27002, -18.78830, -6.98696], [-9.07812, -18.22927, -5.07011], [-12.19474, -18.12366, -7.03903], [-11.90417, -15.75524, -7.74121], [-7.48308, -18.44362, -6.69114], [-8.92471, -15.86534, -4.52487], [-4.92016, -17.08016, -9.55363], [-7.10681, -14.37396, -4.40396], [-7.93428, -22.38191, -5.73035], [-9.80520, -23.45462, -5.69749], [-4.11864, -16.68163, -10.35784], [-9.95057, -20.89363, -6.70676], [-10.36908, -18.05049, -3.39580], [-8.59395, -13.04587, -1.06442], [-4.78087, -18.46340, -8.94809], [-4.10890, -19.85205, -4.51414], [-9.06653, -22.51008, -6.36785], [-11.89995, -20.22289, -3.06587], [-4.50626, -19.04822, -3.44458], [-11.55005, -19.46017, -1.07971], [-5.91631, -17.74145, -3.79864], [-6.68837, -17.94334, -7.48416], [-5.78920, -15.22846, -9.39170], [-13.15866, -15.71818, -8.09089], [-9.20814, -20.37085, -7.84102], [-8.90765, -14.51977, -2.62905], [-7.00422, -11.43743, -2.55809], [-13.51087, -18.02847, -7.26410], [-5.92868, -16.20494, -8.92839], [-6.77169, -16.54642, -7.97462], [-8.35449, -14.96312, -3.94023], [-8.33471, -13.42148, -2.07136], [-12.31423, -19.28838, -2.23827], [-7.48974, -15.86573, -7.57106], [-11.74123, -17.61881, -2.94884], [-11.29474, -16.94403, -7.11120], [-5.56172, -18.83762, -7.98852], [-15.26654, -16.58174, -7.88384], [-7.25871, -12.62090, -2.76951], [-3.46393, -18.34307, -3.02563], [-8.84071, -22.94879, -7.61046], [-13.54642, -14.88207, -8.70726], [-5.46230, -19.68501, -7.45219], [-5.91072, -12.69789, -4.52075], [-9.69291, -15.05737, -2.15443], [-11.31150, -14.86762, -8.02068], [-10.11320, -16.90628, -6.76950], [-5.57189, -16.99102, -4.99053], [-4.88188, -19.85247, -2.48685], [-11.63948, -16.68638, -1.84348], [-11.37520, -21.22830, -6.90309], [-4.04759, -19.22804, -9.36799], [-12.53074, -17.24104, -4.11520], [-14.09608, -16.81264, -7.75233], [-13.52481, -19.55571, -1.83575], [-7.08839, -18.69579, -3.97267]]
}